Density functional theory data (ωB97M-V with the def2-TZVPD basis set) for one molecule with the formula C21H22FN3O3S2.

```
! wB97M-V def2-TZVPD RIJCOSX def2/J DEFGRID3
* xyz 0 1
C -2.765 -0.379 1.240
H 1.143 0.770 -0.121
H -0.614 3.054 3.398
H 2.681 -4.944 -2.017
H 2.029 1.350 1.848
H -3.815 -2.293 -1.357
C -2.870 -1.478 0.395
H 1.483 2.784 2.718
H -3.457 1.614 1.638
C -0.067 1.391 2.288
C 2.750 -2.827 -2.125
H 4.887 -0.834 -3.497
H 1.137 2.615 1.000
C 2.534 -0.536 -1.851
H 4.621 3.870 -4.750
H 2.814 -4.313 -3.662
O 0.180 -1.993 1.141
C -1.950 1.595 3.803
H 2.609 3.081 -3.488
F -5.316 -0.276 -1.972
H 4.040 3.100 -2.442
O 2.129 1.737 -1.348
H -2.269 -2.354 0.583
C 4.486 2.811 -4.547
C -3.527 0.754 0.988
N -2.251 0.312 3.553
H 4.222 -4.304 -2.596
C 1.748 -1.010 -0.812
C 1.220 2.069 1.940
S 1.689 -2.720 -0.740
C 2.672 0.896 -2.057
C -1.777 -0.416 2.395
H -4.995 1.666 -0.292
H 3.492 -0.854 -4.563
N -0.888 2.121 3.124
S -2.752 2.507 4.916
C 3.113 -1.609 -2.607
C -0.454 0.154 1.912
O 3.442 1.238 -3.090
H 5.457 2.356 -4.372
H 4.330 -2.367 -4.185
C 3.598 2.635 -3.330
C 0.282 -0.776 1.048
N 1.069 -0.228 0.079
C -3.724 -1.449 -0.692
H -1.612 -1.462 2.684
H -3.061 -0.055 4.030
C 3.141 -4.174 -2.631
H 4.032 2.338 -5.414
C -4.393 0.794 -0.090
C -4.477 -0.310 -0.916
C 4.010 -1.410 -3.784
*
```

LUMO level = 0.101 eV
HOMO-LUMO gap = 8.072 eV
SMILES = CCOC(=O)c1c(NC(=O)C2=C(C)NC(=S)N[C@H]2c2ccc(F)cc2)sc(C)c1C
HOMO level = -7.970 eV
energy relative to the best compared isomer or geometry (same formula, charge and spin) = 0.0 kcal per mole

Löwdin population analysis, charges in e, atoms 1 to 8: number 1, C, carries -0.166; number 2, H, carries 0.108; number 3, H, carries 0.128; number 4, H, carries 0.063; number 5, H, carries 0.095; number 6, H, carries 0.119; number 7, C, carries -0.018; number 8, H, carries 0.090


Density functional theory data (ωB97M-V with the def2-TZVPD basis set) for C21H22FeO9S as an isolated structure.

```
! wB97M-V def2-TZVPD RIJCOSX def2/J DEFGRID3
* xyz 0 5
C -3.346 -3.573 0.535
C -2.043 -0.411 -4.211
H -0.844 -2.426 4.228
C 1.992 4.477 2.619
H 4.196 1.584 -2.495
O -1.017 2.935 -1.050
C -0.854 0.499 -4.229
H 0.899 -2.563 4.678
H 2.892 2.634 -3.171
H -2.472 -0.401 -5.213
C 0.796 3.690 0.668
C 0.005 -3.115 4.358
O 2.528 1.737 -1.232
H -1.129 1.518 -4.511
H 0.106 5.193 -0.704
O 1.145 1.919 -3.776
C -1.365 -2.516 1.862
H -2.800 -0.059 -3.502
C 1.249 1.502 -1.398
H 1.520 2.396 2.234
C -1.054 -1.297 1.012
O 0.368 -3.792 3.127
C 0.039 -1.471 -0.012
C 0.654 5.007 0.219
O -3.345 -6.162 2.581
H -1.984 -0.875 0.600
H -2.017 -2.298 2.719
O -1.730 -6.070 -1.258
H -0.747 -0.508 1.717
H -0.060 0.140 -4.889
H -0.240 -3.912 5.067
H 2.498 4.275 3.564
C 1.218 6.053 0.953
Fe -1.838 -4.303 1.019
O -4.421 -3.352 0.153
H 0.277 -0.628 -0.654
C -1.723 -5.516 -0.235
O -0.358 0.518 -2.874
H 3.886 3.206 -1.771
H 1.385 -2.890 -0.923
C 0.694 1.342 -2.784
H 0.851 -4.746 0.623
C 0.251 -3.827 0.674
C 1.445 3.423 1.880
S 0.020 2.333 -0.232
C 0.611 -2.695 -0.165
C -2.609 -5.360 2.160
C -0.232 -3.408 1.987
H 2.328 6.611 2.714
O -0.316 1.415 0.842
C 1.884 5.790 2.153
H 1.117 7.073 0.580
C 3.444 2.347 -2.274
H -1.755 -1.439 -3.965
*
```

LUMO level (spin up / spin down) = 0.116 / -1.735 eV
HOMO-LUMO gap (spin up / spin down) = 5.299 / 6.473 eV
HOMO level (spin up / spin down) = -5.184 / -8.208 eV

Löwdin population analysis, charges in e, atoms 1 to 8: number 1, C, carries -0.147; number 2, C, carries -0.063; number 3, H, carries 0.082; number 4, C, carries -0.068; number 5, H, carries 0.097; number 6, O, carries -0.292; number 7, C, carries -0.217; number 8, H, carries 0.096


Density functional theory data (ωB97M-V with the def2-TZVPD basis set) for one molecule with the formula C21H22N2O4.

```
! wB97M-V def2-TZVPD RIJCOSX def2/J DEFGRID3
* xyz 0 1
C -1.176 0.661 -0.223
H -0.817 3.956 -0.497
H -1.214 -0.123 -0.984
C -3.643 0.488 0.002
H 3.550 1.151 1.198
C 3.266 0.480 -0.825
C -3.554 -0.873 0.284
H -4.936 -3.741 -0.175
N 1.951 0.941 -0.984
C -0.940 3.018 0.040
C 5.858 -0.526 -0.620
C -4.543 -3.137 0.643
H 7.096 -2.000 1.294
C 3.980 0.643 0.352
C 7.598 -1.173 0.774
H -6.989 0.685 -0.358
O -3.326 3.379 0.322
C -4.682 -1.677 0.334
O 5.947 0.362 1.628
H 5.612 -1.175 -2.628
H -7.294 -2.415 1.133
C 7.334 0.128 1.531
H -5.105 -3.393 1.541
O 7.115 -1.071 -0.547
C 5.276 0.154 0.454
C 3.863 -0.162 -1.910
H -7.123 -2.767 -0.582
H 3.319 -0.279 -2.836
C -7.177 -1.961 0.149
H 1.557 0.745 -1.894
C -2.405 2.624 0.122
H -0.244 1.946 -1.708
C 1.155 1.581 -0.086
N -2.481 1.272 -0.062
C -5.940 -1.117 0.100
C -4.898 1.042 -0.232
H 7.712 0.078 2.553
C -0.255 1.828 -0.621
H -3.501 -3.404 0.801
H -8.058 -1.361 -0.061
C 5.143 -0.664 -1.803
H -0.554 3.149 1.055
H 7.818 0.959 0.999
O 1.480 1.891 1.036
H -0.833 0.225 0.725
H -2.594 -1.324 0.484
H -4.992 2.093 -0.443
H 8.666 -1.380 0.699
C -6.021 0.240 -0.176
*
```

LUMO level = 0.472 eV
HOMO-LUMO gap = 8.601 eV
SMILES = Cc1ccc(N2C[C@H](C(=O)Nc3ccc4c(c3)OCCO4)CC2=O)cc1C
HOMO level = -8.130 eV
energy relative to the best compared isomer or geometry (same formula, charge and spin) = 23.8 kcal per mole

Löwdin population analysis, charges in e, atoms 1 to 8: number 1, C, carries -0.093; number 2, H, carries 0.133; number 3, H, carries 0.135; number 4, C, carries -0.179; number 5, H, carries 0.116; number 6, C, carries -0.218; number 7, C, carries 0.017; number 8, H, carries 0.083


Density functional theory data (ωB97M-V with the def2-TZVPD basis set) for one molecule with the formula C21H22N2O5.

```
! wB97M-V def2-TZVPD RIJCOSX def2/J DEFGRID3
* xyz 0 1
C -2.821 0.612 0.940
H 5.277 0.066 -1.840
C -1.767 1.598 0.506
H -4.427 1.724 0.073
C 1.429 3.779 0.907
C -4.155 0.837 0.626
C 4.007 -0.090 -0.153
C 1.787 -0.353 0.891
H 4.911 1.609 -1.065
O 3.921 -3.148 1.597
C 1.080 -2.007 -0.891
C -2.478 -0.529 1.653
H 0.888 4.031 1.816
O -2.270 0.284 -1.779
C -3.263 -0.214 -2.640
C -3.451 -1.439 2.030
H -1.585 -2.037 -2.941
H 1.958 -2.591 -0.667
O 1.769 2.409 1.013
C 2.597 1.935 0.067
C -0.922 -1.695 -2.164
H 1.231 0.254 1.611
H 6.055 0.474 -0.309
H -1.593 2.327 1.308
H 0.400 -3.352 -2.405
H -5.537 -1.922 2.000
H 5.105 -1.833 -0.096
C -5.128 -0.067 1.010
O 3.080 2.649 -0.784
C 5.132 0.563 -0.882
C -0.326 -0.091 -0.463
H -6.162 0.118 0.759
C 2.858 0.502 0.239
H -2.890 -0.334 -3.662
C 0.822 -0.842 -0.183
H 0.800 3.944 0.030
N 4.225 -1.412 0.169
H 1.863 -1.955 2.267
H -4.054 0.534 -2.635
H -1.445 -0.709 1.913
N 2.421 -1.445 1.600
H 2.330 4.391 0.813
H -3.666 -1.166 -2.279
O -0.488 1.033 0.294
C 3.524 -2.091 1.158
C -1.194 -0.514 -1.488
H -2.106 2.138 -0.385
H -3.171 -2.327 2.577
C -4.778 -1.211 1.708
C 0.205 -2.438 -1.866
*
```

LUMO level = 0.668 eV
HOMO-LUMO gap = 8.936 eV
SMILES = COC(=O)C1=C(C)NC(=O)N[C@@H]1c1cccc(OC)c1OCc1ccccc1
HOMO level = -8.267 eV
energy relative to the best compared isomer or geometry (same formula, charge and spin) = 45.1 kcal per mole

Löwdin population analysis, charges in e, atoms 1 to 8: number 1, C, carries -0.200; number 2, H, carries 0.096; number 3, C, carries -0.125; number 4, H, carries 0.117; number 5, C, carries -0.047; number 6, C, carries -0.048; number 7, C, carries -0.213; number 8, C, carries -0.178


Density functional theory data (ωB97M-V with the def2-TZVPD basis set) for one molecule with the formula C21H22N2O6S.

```
! wB97M-V def2-TZVPD RIJCOSX def2/J DEFGRID3
* xyz 0 1
C 1.116 1.807 -1.406
C -4.176 -1.603 1.175
C -4.872 -0.422 -0.565
H 5.656 0.450 1.721
C -3.516 1.723 0.050
H -1.803 -2.298 -2.959
N -2.083 1.781 0.235
C -0.142 -1.439 -0.988
H 3.128 1.243 -1.889
H 4.791 1.972 2.025
H -5.556 -2.522 -0.240
H 0.438 -0.240 2.804
C 2.842 1.395 0.219
C -4.973 -1.681 0.078
C 2.110 -1.403 -1.840
S 4.276 -0.724 -0.299
O -1.628 2.628 -1.812
O 4.954 -1.560 0.646
C -4.023 0.326 0.196
H -3.999 2.376 0.792
C 2.584 -1.252 -0.559
C -1.239 2.199 -0.743
H -1.750 -0.508 -2.928
O 4.894 -0.519 -1.572
H 0.377 -1.623 -3.060
C 0.743 -1.518 -2.052
H -3.136 -1.375 -2.219
H -1.719 1.234 0.999
H 0.772 1.838 -2.429
H 4.102 0.414 2.564
C 0.363 -1.334 0.334
O -1.489 -1.437 -1.093
C -2.060 -1.405 -2.383
H -3.737 2.102 -0.951
O -3.605 -0.392 1.261
H -3.939 -2.313 1.941
H -5.368 -0.112 -1.462
O -0.576 -1.264 1.311
C 1.975 1.827 1.225
H 0.444 -2.020 2.953
H -1.058 -1.107 3.242
N 4.070 0.799 0.474
C 0.200 2.063 -0.387
H 2.308 1.875 2.250
C 2.421 1.482 -1.111
C 1.728 -1.259 0.534
C 4.676 0.917 1.779
H 2.806 -1.394 -2.663
H 0.001 2.453 1.716
C 0.665 2.145 0.921
C -0.147 -1.152 2.647
H 2.154 -1.172 1.520
*
```

LUMO level = 0.481 eV
HOMO-LUMO gap = 8.956 eV
SMILES = COc1ccc(S(=O)(=O)N(C)c2ccc(C(=O)NCc3ccco3)cc2)cc1OC
HOMO level = -8.475 eV
energy relative to the best compared isomer or geometry (same formula, charge and spin) = 50.9 kcal per mole

Löwdin population analysis, charges in e, atoms 1 to 8: number 1, C, carries 0.009; number 2, C, carries -0.115; number 3, C, carries -0.044; number 4, H, carries 0.086; number 5, C, carries -0.082; number 6, H, carries 0.099; number 7, N, carries 0.089; number 8, C, carries -0.189


Density functional theory data (ωB97M-V with the def2-TZVPD basis set) for C21H22N3O4Y as an isolated structure.

```
! wB97M-V def2-TZVPD RIJCOSX def2/J DEFGRID3
* xyz 2 1
C 0.135 3.930 -1.468
H -1.333 -5.252 -1.228
H 4.003 -2.294 -1.172
H 2.087 -3.853 -2.743
H 2.958 2.020 2.302
H 3.798 -3.548 -3.128
C -0.279 -1.500 -0.812
H -1.505 6.828 -1.972
C 2.100 -2.140 -0.496
C -0.381 1.546 4.156
C -0.164 1.416 2.802
C -1.335 5.773 -1.808
C -1.054 -4.213 -1.120
C -1.609 -1.890 -1.054
H 3.903 -3.919 0.519
C -2.711 1.124 3.721
C 2.907 -3.149 -2.650
Y -0.763 0.817 -0.388
N 3.196 -2.916 -1.204
N -1.151 1.150 1.940
C -2.400 4.892 -1.715
O 2.152 1.896 2.832
C -1.691 1.385 4.617
H 2.872 -4.910 -0.528
H -2.949 2.837 -1.442
H 2.627 -2.206 -3.112
O -4.572 0.662 1.494
H -3.740 1.008 4.032
C -2.396 1.019 2.370
H 1.130 3.513 -1.359
N -0.892 3.068 -1.373
H -1.902 1.477 5.673
C 1.130 1.579 2.093
H -3.036 -3.456 -1.424
H 2.209 -1.114 -0.845
H -2.406 -1.151 -1.134
C -0.041 5.279 -1.691
H 2.352 -2.167 0.566
H 0.435 1.769 4.830
H 0.980 -4.689 -0.803
C 0.272 -3.875 -0.878
H -3.422 5.232 -1.807
C 0.661 -2.547 -0.749
H 4.530 -4.540 -1.024
C -2.138 3.552 -1.516
C -3.408 0.790 1.248
O -2.817 0.783 0.076
C -2.001 -3.214 -1.222
C 3.650 -4.158 -0.511
O 1.190 1.423 0.869
H 0.817 5.931 -1.766
*
```

LUMO level = -6.450 eV
HOMO-LUMO gap = 7.832 eV
HOMO level = -14.282 eV
energy relative to the best compared isomer or geometry (same formula, charge and spin) = 17.6 kcal per mole

Löwdin population analysis, charges in e, atoms 1 to 8: number 1, C, carries -0.128; number 2, H, carries 0.119; number 3, H, carries 0.177; number 4, H, carries 0.102; number 5, H, carries 0.168; number 6, H, carries 0.113; number 7, C, carries -0.202; number 8, H, carries 0.128


Results for electronic energy: -57136.892, -85774.837, -33305.385, -35352.150, -48232.942, -35826.759 (in eV, following the order of the records).